The following is a DFT calculation (ωB97M-V with the def2-TZVPD basis set) of the ion C6H13N4O4S with charge +1.

Computed properties:
total charge: +1
HOMO energy: -12.43 eV
HOMO-LUMO gap: 0.2825 hartree
SMILES string: NC(N)=[NH+]C(CC[C@@H](N)C(=O)O)=S(=O)=O

```
28
Properties=species:S:1:pos:R:3:lowdin_charge:R:1
C -2.0683 -0.4941 -0.0070 -0.290
C 2.1984 -0.1824 0.6700 -0.522
C -1.7080 1.9787 0.0239 -0.472
C -0.7473 -1.0021 0.6730 -0.157
C 0.1875 -1.0440 -0.4965 -0.126
C 1.5903 -1.3734 0.0982 -0.341
N -2.3448 3.0747 -0.3104 0.199
N -0.5627 2.1527 0.5461 0.219
N -2.2947 0.8071 -0.2247 0.076
N 2.5564 -1.9682 -0.7294 0.053
O 1.6092 0.8061 0.9770 0.106
O 3.4902 -0.1790 0.6953 0.208
O -4.6039 -0.5117 -0.1813 -0.313
O -3.4978 -2.6519 0.5344 -0.312
S -3.5570 -1.2131 0.4548 0.848
H -0.4108 -0.5044 1.6434 0.160
H -0.8991 -1.9669 0.9783 0.082
H 0.3047 -0.1217 -1.0482 0.127
H -0.1173 -1.8821 -1.1275 0.142
H 1.3887 -2.0295 1.0417 0.208
H -1.9226 4.0639 -0.0730 0.206
H -3.2843 3.0730 -0.6198 0.119
H -0.4338 3.0831 0.9295 0.139
H 0.2685 1.3483 0.7037 0.121
H -3.0950 0.8803 -0.8250 0.144
H 2.2555 -2.9238 -1.0918 0.147
H 3.7451 -1.0750 0.4888 0.108
H 2.5959 -1.4452 -1.6146 0.124
```

=====

The following is a DFT calculation (ωB97M-V with the def2-TZVPD basis set) of the ion C6H13N5 with charge +2.

Computed properties:
total charge: +2
energy relative to the best compared isomer or geometry (same formula, charge and spin): 106.0 kcal per mole
HOMO energy: -16.60 eV
HOMO-LUMO gap: 0.2996 hartree

```
24
Properties=species:S:1:pos:R:3:lowdin_charge:R:1
C -0.2849 1.3059 -0.0127 -0.316
C 1.6231 -0.3649 0.9068 -0.154
C 1.5984 2.0607 1.1884 -0.166
C -1.6121 0.3373 -1.6113 -0.069
C -0.3410 -0.1613 0.2517 0.025
C -1.9322 -1.8015 -0.5248 0.014
N 0.4060 2.2870 0.4897 0.140
N -1.2470 1.5541 -0.9297 0.107
N 2.1219 0.6826 1.4021 0.136
N 2.0422 -1.5610 1.0040 0.220
N -0.9337 -0.8052 -0.8384 -0.118
H 2.3897 2.6679 0.6737 0.162
H 1.3985 2.3695 2.2505 0.162
H -2.7125 0.2154 -1.8480 0.171
H -1.1552 0.3839 -2.7079 0.189
H -0.7430 -0.5490 1.2912 0.210
H -1.3764 -2.7618 -0.2221 0.158
H -2.6728 -1.3670 0.1998 0.155
H -2.4677 -2.0671 -1.3612 0.086
H -1.3995 2.3984 -1.4633 0.182
H 3.0876 0.6322 1.6676 0.183
H 1.6010 -2.2882 0.5231 0.110
H 2.9791 -1.9010 1.2695 0.182
H -0.3693 -1.2671 -1.5987 0.229
```

=====

The following is a DFT calculation (ωB97M-V with the def2-TZVPD basis set) of an isolated molecule of C6H13NO.

Computed properties:
total charge: 0
energy relative to the best compared isomer or geometry (same formula, charge and spin): 81.9 kcal per mole
HOMO energy: -8.86 eV
HOMO-LUMO gap: 0.3567 hartree
SMILES string: CCCC(=O)N(C)C

```
21
Properties=species:S:1:pos:R:3:lowdin_charge:R:1
C 0.4219 1.2429 0.0647 -0.053
C 0.1446 1.5533 -1.4959 -0.208
C 0.9559 0.8775 -2.5796 -0.132
C 0.4446 -0.3512 0.2040 -0.512
N -0.1526 -0.9530 1.2812 -0.154
C -0.9164 -0.3139 2.4803 -0.009
C -0.6093 -2.3135 0.8865 -0.050
O 1.0541 -1.0180 -0.5383 0.078
H 1.4492 1.4944 0.3502 0.114
H -0.2373 1.7935 0.6271 0.055
H -0.8579 1.4560 -1.6449 0.065
H 0.4292 2.6194 -1.5181 0.106
H 1.0473 -0.2261 -2.7067 0.072
H 0.4187 0.8200 -3.4995 0.052
H 2.0108 1.2175 -2.6242 0.089
H -1.6743 0.4126 2.1390 0.076
H -1.1814 -1.0659 3.1304 0.042
H -0.1208 0.4775 2.7639 0.108
H -0.2229 -2.8591 1.7825 0.097
H -1.8428 -2.1991 0.9615 0.133
H -0.5602 -2.6647 -0.0640 0.031
```

=====

The following is a DFT calculation (ωB97M-V with the def2-TZVPD basis set) of a cluster of 2 separate species, C6H13NO in total.

Computed properties:
total charge: 0
energy relative to the best compared isomer or geometry (same formula, charge and spin): 53.6 kcal per mole
HOMO energy: -7.72 eV
HOMO-LUMO gap: 0.3171 hartree
SMILES string: C=C(/C=C/C)NC.O

```
21
Properties=species:S:1:pos:R:3:lowdin_charge:R:1
C 1.8843 1.8781 0.7619 -0.099
N 0.8923 1.1906 1.5969 -0.051
C -0.1970 0.5191 1.0437 -0.389
C -1.2711 0.2193 1.7840 0.023
C 0.6547 -1.7080 -1.9790 -0.103
C 0.4859 -1.1748 -0.5920 -0.148
C 0.0184 0.0371 -0.3569 -0.124
H 2.3866 1.0911 0.2022 0.072
H 2.5628 2.3335 1.4747 0.076
H 1.5010 2.6250 0.0629 0.077
H 0.6920 1.6401 2.4775 0.113
H -2.0598 -0.4490 1.4905 0.037
H -1.2886 0.6307 2.7833 0.045
H 1.6236 -2.1610 -2.1977 0.068
H -0.0865 -2.4775 -2.1989 0.072
H 0.5216 -0.9241 -2.7259 0.073
H 0.7546 -1.8562 0.2046 0.117
H -0.3843 0.6776 -1.1326 0.116
H -3.4246 -1.2731 -0.8394 0.042
H -2.6904 0.0544 -0.8140 0.035
O -2.5754 -0.8729 -1.0457 -0.053
```

=====

The following is a DFT calculation (ωB97M-V with the def2-TZVPD basis set) of an isolated molecule of C6H13NO.

Computed properties:
total charge: 0
energy relative to the best compared isomer or geometry (same formula, charge and spin): 9.9 kcal per mole
HOMO energy: -9.42 eV
HOMO-LUMO gap: 0.3800 hartree
SMILES string: CCCCNC(C)=O

```
21
Properties=species:S:1:pos:R:3:lowdin_charge:R:1
O 1.2713 -1.1788 -3.3730 0.033
C 0.4996 -0.7417 -2.5325 -0.539
N 0.5834 -1.1568 -1.2350 0.049
C -0.1101 -0.5906 -0.1111 -0.192
C 0.7600 0.3907 0.7520 -0.201
C 0.5329 0.2443 2.2415 -0.272
C -0.8874 0.6092 2.6943 -0.105
C -0.5619 0.2555 -2.8931 -0.011
H 1.2965 -1.8694 -1.1019 0.153
H -0.4767 -1.3671 0.5540 0.117
H -0.9649 -0.0421 -0.4788 0.096
H 0.5794 1.4139 0.3966 0.110
H 1.7968 0.2425 0.4463 0.106
H 1.2620 0.8650 2.7642 0.101
H 0.7592 -0.7880 2.5108 0.102
H -0.8894 1.3543 3.4932 0.068
H -1.4622 -0.2618 3.0346 0.071
H -1.4737 0.9980 1.8568 0.067
H -1.5566 0.0130 -2.5261 0.078
H -0.5880 0.3442 -3.9706 0.081
H -0.3702 1.2657 -2.5223 0.088
```

=====

The following is a DFT calculation (ωB97M-V with the def2-TZVPD basis set) of a structure of composition C6H13NO.

Computed properties:
total charge: 0
energy relative to the best compared isomer or geometry (same formula, charge and spin): 63.7 kcal per mole
HOMO energy: -7.73 eV
HOMO-LUMO gap: 0.3150 hartree

```
21
Properties=species:S:1:pos:R:3:lowdin_charge:R:1
C 0.2428 0.3253 0.8083 -0.452
C 1.4987 1.0698 1.2032 -0.069
C -1.0365 0.9776 1.2983 -0.060
C 0.2986 -1.1165 0.9481 -0.088
N 0.2170 0.7231 -1.0392 0.111
C -0.3721 -0.1982 -1.7981 -0.533
C 0.0870 -1.5004 -1.8425 -0.022
O -1.6350 0.1167 -2.2603 0.035
H -1.9489 -0.5841 -2.8439 0.097
H -0.2786 1.6073 -1.1188 0.096
H 2.3742 0.6100 0.7479 0.081
H -1.0985 0.9037 2.3878 0.088
H -0.3821 -1.5338 1.6861 0.088
H 1.4557 2.1096 0.8826 0.076
H 1.6218 1.0405 2.2897 0.089
H -1.9128 0.4854 0.8765 0.087
H -1.0697 2.0360 1.0382 0.079
H 1.2952 -1.5413 1.0351 0.084
H -0.0318 -1.6049 -0.1299 0.085
H -0.4774 -2.2600 -2.3679 0.059
H 1.1524 -1.6658 -1.8012 0.069
```

=====

The following is a DFT calculation (ωB97M-V with the def2-TZVPD basis set) of a cluster of 2 separate species, C6H13NO in total.

Computed properties:
total charge: 0
energy relative to the best compared isomer or geometry (same formula, charge and spin): 42.2 kcal per mole
HOMO energy: -9.31 eV
HOMO-LUMO gap: 0.3729 hartree
SMILES string: CNC(C)=O.C=CC

```
21
Properties=species:S:1:pos:R:3:lowdin_charge:R:1
C -1.7664 -0.9994 1.5843 -0.094
C 1.8101 0.2358 1.3309 -0.011
N -0.3747 -0.9032 1.2042 -0.066
C 0.3102 0.3634 1.3441 -0.525
O -0.2773 1.4029 1.5867 0.062
H 0.1809 -1.7465 1.2934 0.128
H -2.2113 -0.1338 2.0774 0.084
H -2.3779 -1.1116 0.6847 0.077
H -1.9458 -1.8470 2.2492 0.082
H 2.1396 -0.7153 0.9078 0.074
H 2.2258 1.0375 0.7179 0.089
H 2.1796 0.3247 2.3566 0.091
C -0.9450 1.0545 -1.9085 -0.116
C 0.1194 0.0649 -1.5471 -0.261
C 1.2548 -0.0636 -2.2416 -0.029
H -0.1328 -0.6774 -0.6193 0.114
H -0.9779 1.8558 -1.1643 0.070
H -1.9245 0.5644 -1.9091 0.070
H -0.7984 1.4895 -2.9027 0.071
H 2.0146 -0.7913 -1.9719 0.041
H 1.4969 0.5958 -3.0728 0.052
```

=====

The following is a DFT calculation (ωB97M-V with the def2-TZVPD basis set) of an isolated molecule of C6H13NO.

Computed properties:
total charge: 0
energy relative to the best compared isomer or geometry (same formula, charge and spin): 6.0 kcal per mole
HOMO energy: -9.51 eV
HOMO-LUMO gap: 0.3840 hartree
SMILES string: CCCC(=O)NCC

```
21
Properties=species:S:1:pos:R:3:lowdin_charge:R:1
O 1.0431 -0.6457 0.9375 0.050
C 0.3279 -0.2243 0.0435 -0.512
N -0.8416 -0.8204 -0.3014 0.046
C -1.3395 -2.0030 0.3702 -0.230
C -1.9631 -3.0003 -0.6026 -0.088
C 0.6867 1.0418 -0.7029 -0.116
C 2.1418 2.5845 0.7419 -0.113
C 0.7414 2.2311 0.2857 -0.255
H -1.3262 -0.4900 -1.1185 0.131
H -2.0871 -1.7006 1.1101 0.116
H -0.5003 -2.4487 0.8973 0.111
H -1.6173 -2.8151 -1.6285 0.073
H -3.0535 -2.9501 -0.6307 0.066
H -1.7339 -4.0400 -0.3621 0.069
H 0.0051 1.2709 -1.5225 0.104
H 1.6912 0.8830 -1.0994 0.119
H 2.1158 3.4576 1.4054 0.073
H 2.7775 2.8018 -0.1109 0.070
H 2.5833 1.7758 1.3214 0.074
H 0.2438 3.0838 -0.1841 0.100
H 0.1050 2.0077 1.1505 0.112
```

=====

The following is a DFT calculation (ωB97M-V with the def2-TZVPD basis set) of a cluster of 2 separate species, C6H13NO in total.

Computed properties:
total charge: 0
energy relative to the best compared isomer or geometry (same formula, charge and spin): 51.3 kcal per mole
HOMO energy: -8.26 eV
HOMO-LUMO gap: 0.3348 hartree
SMILES string: C=C(/C=C/C)NC.O

```
21
Properties=species:S:1:pos:R:3:lowdin_charge:R:1
C 1.4465 0.8938 -1.4442 -0.097
N 1.3662 -0.2061 -0.4872 -0.077
C 1.1400 0.1323 0.8625 -0.396
C 2.0196 -0.2154 1.7990 0.048
C -2.6684 0.7178 0.5175 -0.079
C -1.2178 0.2920 0.3831 -0.142
C -0.2101 0.6903 1.1411 -0.062
H 1.3985 1.8628 -0.9554 0.083
H 0.6072 0.8955 -2.1318 0.068
H 2.3581 0.8716 -2.0189 0.074
H 2.1564 -0.8342 -0.5712 0.110
H 1.8482 -0.0683 2.8583 0.058
H 2.9114 -0.7265 1.4889 0.048
H -3.0122 1.3849 -0.2709 0.074
H -3.2317 -0.2185 0.5384 0.075
H -2.8217 1.1428 1.5089 0.068
H -1.0724 -0.3127 -0.4754 0.059
H -0.2783 1.4278 1.9308 0.113
H -0.6133 -1.8717 -1.4286 0.002
H -0.8036 -3.3334 -1.7032 0.045
O -1.3225 -2.5251 -1.5415 -0.072
```

=====

The following is a DFT calculation (ωB97M-V with the def2-TZVPD basis set) of a cluster of 2 separate species, C6H13NO in total.

Computed properties:
total charge: 0
energy relative to the best compared isomer or geometry (same formula, charge and spin): 66.3 kcal per mole
HOMO energy: -8.79 eV
HOMO-LUMO gap: 0.3577 hartree
SMILES string: C=CC=C.CNCO

```
21
Properties=species:S:1:pos:R:3:lowdin_charge:R:1
C 1.6020 1.5564 2.3562 0.007
C 1.4970 0.7765 1.2760 -0.183
C 2.0856 1.2340 0.0235 -0.215
C 2.2626 0.6547 -1.1636 0.005
H 2.0930 2.5178 2.3147 0.055
H 1.2012 1.2524 3.3145 0.051
H 0.7873 -0.0409 1.2279 0.075
H 2.5731 2.2057 0.1128 0.094
H 2.7883 1.2143 -1.9259 0.048
H 1.9781 -0.3535 -1.4341 0.046
C -0.7529 -1.9796 -0.0104 -0.141
N -1.1331 -0.8595 -0.8840 -0.106
C -2.5328 -0.5081 -0.6772 -0.338
O -2.9033 0.4630 -1.6227 -0.044
H -1.1511 -1.7390 0.9761 0.075
H 0.3258 -2.0864 0.0715 0.062
H -1.1662 -2.9317 -0.3570 0.076
H -1.0712 -1.1715 -1.8471 0.105
H -3.1974 -1.3693 -0.8184 0.121
H -2.6541 -0.1562 0.3502 0.119
H -2.6321 1.3208 -1.2832 0.087
```

=====

The following is a DFT calculation (ωB97M-V with the def2-TZVPD basis set) of an isolated molecule of C6H13NO2.

Computed properties:
total charge: 0
energy relative to the best compared isomer or geometry (same formula, charge and spin): 79.2 kcal per mole
HOMO energy (spin up / spin down): -8.55 / -8.55 eV
HOMO-LUMO gap (spin up / spin down): 0.3124 / 0.3123 hartree

```
22
Properties=species:S:1:pos:R:3:lowdin_charge:R:1
C 1.1855 1.1220 -0.9459 -0.017
C -0.8457 2.1010 0.2089 -0.025
C -0.7671 -0.4237 -0.2163 -0.514
C -0.0703 0.9108 -0.1852 -0.161
N -0.5745 -1.1571 -1.4367 0.113
O -2.1532 -0.3440 0.1154 -0.002
H -2.1847 -0.1424 1.0654 0.102
H -1.2104 -0.8223 -2.1550 0.093
H -0.8027 -2.1342 -1.2827 0.094
H 1.6792 0.1959 -1.2242 0.077
H 0.9207 1.6443 -1.8763 0.113
H -0.2811 3.0297 0.1303 0.093
H -1.7799 2.1448 -0.3617 0.106
H 1.8572 1.7862 -0.3954 0.107
H -1.1280 1.9306 1.2591 0.102
C 1.3795 -1.6825 0.7641 -0.049
C 0.0423 -1.0004 1.0692 -0.443
O 0.1839 0.1672 1.7797 -0.141
H -0.6252 -1.7544 1.5395 0.138
H 2.1826 -0.9515 0.6603 0.070
H 1.3720 -2.3043 -0.1336 0.068
H 1.6199 -2.3158 1.6210 0.076
```

=====

| no. | electronic energy (eV) | largest force on an atom (eV/Å) |
| --- | --- | --- |
| 1 | -31409.783 | 4.7 |
| 2 | -13863.057 | 7.7 |
| 3 | -9967.622 | 7.5 |
| 4 | -9968.850 | 1.2 |
| 5 | -9970.744 | 1.3 |
| 6 | -9968.410 | 2.3 |
| 7 | -9969.344 | 3.7 |
| 8 | -9970.913 | 0.7 |
| 9 | -9968.951 | 2.1 |
| 10 | -9968.298 | 1.1 |
| 11 | -12015.289 | 2.5 |